The following is a quantum chemistry calculation of C22H14F3NO8Ta as an isolated structure, from the OMol25 dataset.

Geometry as XYZ:
```
49
Properties=species:S:1:pos:R:3:forces:R:3
H -0.028122 2.691433 -2.787178 -0.009 -0.013 0.007
C -2.136792 2.515273 -2.346530 0.007 0.091 -0.036
C -2.215729 5.263763 -2.743387 0.002 0.013 -0.002
N 1.014224 0.282696 2.209484 0.086 0.017 -0.126
O 1.071209 -1.345653 0.414952 0.021 -0.195 0.240
H -2.246748 6.332784 -2.905486 -0.002 0.000 0.000
C 0.125359 2.435602 2.325364 0.060 -0.009 -0.302
O -1.956529 0.934739 -0.537959 0.033 -0.092 -0.262
H -4.995908 -0.452552 -5.316567 -0.009 -0.004 -0.001
C -5.653519 -0.995668 -3.344419 0.012 0.008 -0.016
C -1.014250 4.580155 -2.866720 -0.030 0.002 0.006
C -0.972317 3.210069 -2.664715 0.028 -0.016 -0.004
Ta -0.084236 0.198784 0.314245 -0.084 0.284 0.328
C 0.871065 1.330959 3.014678 0.029 0.114 0.145
C -4.225224 -0.291301 -1.541311 0.006 -0.008 0.029
H -2.322350 1.741276 -0.139878 0.002 -0.018 0.064
C -2.110168 1.038107 -2.022097 0.016 -0.074 0.211
C 1.371050 1.344759 4.289411 -0.004 -0.048 -0.049
O 0.071965 0.063857 -1.589068 0.037 0.214 0.004
H -4.026110 -0.253591 -0.480589 0.008 0.006 0.002
C 1.686950 -0.794915 2.610768 0.065 -0.302 0.051
O -0.089159 3.514807 2.760684 -0.051 0.022 0.082
F -2.242500 -1.825999 0.418201 -0.010 -0.039 0.021
C 2.213906 -0.904306 3.868553 -0.001 0.145 -0.129
C -3.378504 4.576690 -2.426194 0.023 0.002 -0.001
O -0.634854 0.155944 -3.711505 0.013 0.031 0.040
H -6.048227 -1.379168 -1.273088 0.000 0.000 0.001
C -4.783705 -0.410968 -4.256971 -0.006 -0.007 0.017
O -0.263305 2.009134 1.086785 -0.088 -0.191 -0.051
O 2.346212 -2.841450 1.538243 -0.041 -0.036 0.079
H 2.408233 0.870651 6.482803 0.015 -0.014 0.024
H 2.749002 -1.789668 4.180979 0.001 -0.006 0.008
O 2.560332 0.080210 5.947385 -0.031 0.029 -0.048
F -1.091813 -1.891987 2.253797 0.011 0.010 0.039
C -5.374080 -0.931105 -1.990542 -0.010 -0.008 -0.002
C -0.838223 0.374298 -2.568947 0.067 -0.029 -0.109
C -1.602707 -1.067987 1.320075 -0.136 0.019 0.022
H -0.110298 5.112427 -3.129121 0.004 0.000 0.000
H -6.547646 -1.495625 -3.691364 0.000 -0.003 0.001
H 1.238120 2.217518 4.915457 -0.001 0.003 0.005
H -2.972721 0.692342 -4.531811 0.008 0.004 0.008
C 1.760532 -1.816551 1.506943 -0.012 0.128 -0.288
C -3.342318 3.204472 -2.233773 -0.034 -0.018 0.011
H -4.318188 5.105339 -2.343300 -0.002 0.003 0.003
C -3.354488 0.286313 -2.453838 -0.007 0.027 -0.067
F -2.522220 -0.294520 1.947483 -0.028 -0.021 -0.011
C -3.641578 0.233284 -3.816619 0.003 0.000 -0.018
C 2.046928 0.193252 4.731851 0.035 -0.016 0.079
H -4.256452 2.664577 -2.017463 0.006 -0.004 -0.002
```
Positions in Å, forces in eV/Å.

Properties
charge = +1
multiplicity = 1
highest occupied orbital energy = -0.4394 Ha
DFT total energy = -50613.616 eV
maximum force = 0.4 eV Å⁻¹
LUMO = -5.08 eV

=====

The following is a quantum chemistry calculation of C22H14F5N2O2Pd as an isolated structure, from the OMol25 dataset.

Geometry as XYZ:
```
46
Properties=species:S:1:pos:R:3:forces:R:3
H 3.448707 2.214200 0.875808 -0.001 0.024 -0.007
C -1.527684 -0.448266 -1.730174 -0.037 -0.009 0.058
C 2.378334 2.086547 1.068732 0.046 -0.020 -0.007
C -1.734343 4.401546 -2.975002 -0.004 0.000 -0.006
H -3.522699 -1.902849 -4.073711 0.003 0.000 0.000
H 3.292857 2.310072 5.556617 0.001 0.000 -0.002
C -1.512116 4.324285 -0.259525 0.014 0.003 -0.023
N 1.592163 2.075988 0.059703 -0.049 -0.005 0.028
C -1.039760 3.220889 -0.955585 0.052 0.047 0.096
C 2.639298 1.943067 4.776834 0.017 0.015 -0.008
F -2.734777 6.539141 -2.845658 -0.004 0.002 0.002
C -2.193421 5.471884 -2.236527 0.004 0.007 0.018
F -1.834293 4.434121 -4.314839 0.001 0.001 0.002
H -4.609436 0.406063 -0.615508 0.000 0.002 0.004
C -1.911337 -1.157146 -2.863654 0.011 -0.005 -0.006
H -0.094922 -0.041068 4.332702 0.000 0.000 0.000
C 2.087496 0.408657 -1.697657 0.012 0.030 0.008
H 1.377525 0.814325 6.110944 -0.003 -0.002 0.001
O -2.249885 0.923448 0.142239 0.025 -0.003 0.028
H -5.264746 -0.919252 -2.595824 -0.001 0.004 0.006
H 3.701375 2.894359 3.191059 -0.005 0.002 -0.001
C -0.091722 -0.319012 -1.394741 0.028 0.038 -0.009
C -3.858916 -0.052884 -1.247173 0.011 -0.016 -0.016
C 0.732547 0.616613 4.099054 -0.012 -0.016 0.044
C -2.508080 0.163546 -0.900503 -0.011 0.002 -0.002
Pd -0.397009 1.712559 0.226635 -0.101 -0.074 -0.097
C 2.174986 1.894774 -1.266275 -0.021 -0.047 -0.025
C 0.897032 0.971825 2.729232 0.004 -0.028 0.025
H 3.225812 2.203592 -1.246364 0.003 -0.009 -0.003
C 1.559177 1.098182 5.080159 -0.018 -0.011 -0.022
H 2.361181 -0.215833 -0.834246 0.001 0.002 0.007
F -2.516595 6.475077 -0.130594 -0.006 0.006 0.001
F -1.432326 4.362805 1.088162 0.000 0.004 0.016
O 0.104029 0.474022 1.849395 -0.012 0.075 -0.089
C -2.079483 5.433532 -0.859656 0.004 0.008 -0.024
H 1.629153 2.499913 -1.988586 0.004 0.023 -0.007
H -1.129952 -1.574605 -3.488522 0.002 0.004 0.001
C -3.243531 -1.340938 -3.191618 0.000 -0.008 -0.011
H 0.200586 -0.611060 -0.376726 -0.010 -0.036 0.006
N 0.770135 0.112719 -2.223599 0.023 0.008 -0.009
C -4.214200 -0.786919 -2.360157 -0.009 0.002 0.004
C 2.000792 1.833530 2.436097 -0.006 0.014 0.003
F -0.745597 2.320181 -3.130935 -0.010 -0.007 -0.018
H 2.825870 0.246924 -2.486356 0.004 0.004 0.002
C 2.853003 2.272522 3.461117 0.035 0.012 0.034
C -1.172557 3.308837 -2.329443 0.017 -0.041 -0.001
```
Positions in Å, forces in eV/Å.

Properties
charge = -1
multiplicity = 1
highest occupied orbital energy = -0.1665 Ha
DFT total energy = -47184.305 eV
maximum force = 0.2 eV Å⁻¹
LUMO = 2.76 eV

=====

The following is a quantum chemistry calculation of C22H14F6MoN3O4S2 as an isolated structure, from the OMol25 dataset.

Geometry as XYZ:
```
52
Properties=species:S:1:pos:R:3:forces:R:3
F 1.440331 2.681251 -2.449435 0.090 0.039 0.169
H -1.814198 -2.345194 -3.630466 -0.002 0.007 0.003
H -0.962197 3.777955 -0.605292 -0.009 0.007 0.008
H 1.057589 1.733879 6.523853 0.005 0.002 0.005
C -1.267228 -0.657524 4.556392 -0.008 0.002 0.032
C -1.661539 3.185552 -1.181900 -0.013 -0.022 -0.081
C -1.356316 -2.853949 -2.794319 0.033 -0.056 0.014
F 3.619187 -2.847907 -1.351002 -0.004 0.010 -0.023
S 3.796403 2.018013 -1.338470 -0.061 -0.203 0.227
O 2.166728 -1.190044 0.292036 0.131 -0.029 -0.054
F 2.201728 4.147894 -1.065063 -0.058 -0.156 0.089
H -1.915539 -1.316171 3.995046 0.000 -0.002 -0.009
C -1.042919 -4.199185 -2.853599 -0.011 0.007 -0.016
S 2.688922 -0.469053 -0.832988 -0.277 -0.251 0.073
H -0.189218 -5.878631 -1.831220 0.001 -0.008 0.001
H -1.790903 -1.467482 6.462987 -0.002 -0.001 0.005
C -1.494289 1.813483 -1.315639 0.109 -0.206 -0.197
O 3.989881 1.662276 -2.702872 -0.045 -0.027 0.014
C -0.434801 -4.827173 -1.771386 0.003 0.003 0.015
C -3.660320 3.074915 -2.542994 -0.008 -0.041 0.001
H -0.308773 0.058423 7.712964 0.000 0.000 0.009
O 4.653088 2.899162 -0.637244 -0.061 0.083 -0.050
C -1.048720 -2.154153 -1.633085 -0.066 0.096 -0.011
H -4.493336 3.577938 -3.013730 -0.010 0.006 -0.003
H -0.230823 -2.203920 0.357686 0.009 0.022 -0.005
C 2.111112 2.870274 -1.321502 0.217 0.302 -0.585
H -2.888383 4.872535 -1.676653 0.002 0.011 -0.003
C 0.411389 1.069742 5.967386 0.001 -0.010 -0.005
C -0.546454 0.372821 2.472109 -0.025 -0.105 -0.007
N -1.323468 -0.754325 -1.537596 -0.297 -0.286 -0.027
C -1.195879 -0.737099 5.932870 -0.002 -0.001 -0.007
C -0.359772 0.124372 6.634521 0.001 0.005 -0.002
C -0.442488 -2.764157 -0.544362 0.025 -0.075 -0.006
C -0.601871 0.426086 1.242217 0.272 -0.053 -0.133
C -0.489388 0.291971 3.878915 -0.041 0.020 -0.016
F 4.996586 -1.238678 -1.802579 -0.051 -0.037 0.007
N 3.476606 0.763605 -0.384426 0.364 0.113 -0.166
H 0.330342 -4.604873 0.223432 0.002 -0.007 0.003
H -1.265816 -4.760275 -3.750470 0.003 -0.007 -0.002
Mo -0.021003 0.585461 -0.607004 -0.758 0.157 0.059
O 1.546401 -0.114937 -1.775383 0.188 0.008 0.134
C -2.434245 1.089456 -2.076700 -0.048 -0.073 0.043
C -0.137519 -4.114358 -0.618552 -0.016 0.028 -0.020
C 3.743778 -1.640407 -1.867313 0.035 0.104 -0.051
C 0.352975 1.157529 4.590804 0.004 0.000 0.024
H 0.949727 1.883013 4.055236 0.000 0.003 -0.007
H -4.206013 1.111786 -3.277724 -0.011 -0.010 0.001
N -2.289771 -0.306545 -2.194959 0.043 0.083 0.029
C -2.750970 3.805880 -1.790934 0.025 0.024 0.028
F 1.285097 2.321187 -0.312065 0.236 0.489 0.447
C -3.510940 1.700180 -2.695043 0.066 0.031 0.015
F 3.317243 -1.630621 -3.114506 0.023 0.004 0.031
```
Positions in Å, forces in eV/Å.

Properties
charge = +1
multiplicity = 3
highest occupied orbital energy (alpha / beta) = -0.4382 / -0.4438 Ha
DFT total energy = -75520.672 eV
maximum force = 0.8 eV Å⁻¹
LUMO (alpha / beta) = -5.82 / -5.49 eV

=====

The following is a quantum chemistry calculation of C22H14IN2O3S2Ti as an isolated structure, from the OMol25 dataset.

Geometry as XYZ:
```
45
Properties=species:S:1:pos:R:3:forces:R:3
C 1.208938 -5.056262 -1.328505 -0.012 -0.019 -0.036
C -0.799236 3.355014 -0.941314 -0.011 0.002 0.012
O 1.006700 0.134874 -4.106614 -0.001 -0.019 0.026
H 2.125135 0.561864 0.381256 0.013 0.012 0.004
C 0.687646 1.974771 -2.231056 -0.033 -0.010 0.045
C -0.544821 0.229266 2.441142 0.057 0.030 -0.003
C -2.226828 0.788941 4.662068 -0.006 -0.005 0.001
H 2.478462 2.869530 -3.017794 0.002 0.006 0.001
C 0.916134 2.058826 3.147181 -0.041 0.007 0.046
N -0.664774 -0.159112 -2.150981 0.004 0.047 0.035
C -0.251380 1.280149 3.352585 -0.005 -0.025 -0.024
C 1.238060 4.245855 -1.902140 -0.024 0.003 0.016
O -1.994463 0.527264 -0.484393 -0.037 0.096 -0.103
H -1.696075 3.470020 -0.347706 -0.005 -0.021 -0.005
H -3.420300 -0.871273 3.956654 0.000 -0.002 -0.005
O 1.701304 -0.452000 -1.800349 -0.017 -0.028 0.051
C -2.539013 -0.268735 3.783494 0.013 -0.002 -0.018
H -0.868097 -5.294911 -3.998852 -0.003 0.002 0.001
H -2.878784 0.988729 5.502062 0.006 0.010 0.003
C -0.394828 -4.896808 -3.113486 0.000 -0.004 -0.008
C 0.779573 -3.804039 -0.882244 -0.051 0.012 -0.052
H -0.151979 5.383998 -0.735505 0.005 0.002 -0.002
C -1.180911 0.829461 -1.353862 -0.095 -0.011 -0.018
H -0.852387 2.349860 5.121446 -0.015 -0.004 0.010
N -0.205640 -3.145882 -1.523608 0.047 -0.054 -0.046
C 1.569405 3.012334 -2.449800 0.011 -0.016 -0.004
I -2.198868 -2.135946 1.484485 -0.003 -0.080 -0.051
C 0.611472 -5.596438 -2.447160 0.009 -0.001 0.014
H 1.899506 5.089036 -2.050007 0.004 -0.001 -0.002
H 1.997922 -5.571574 -0.799977 0.003 0.016 0.013
S 0.810563 0.272734 -2.700930 -0.036 -0.013 -0.081
C -0.480041 2.133353 -1.503762 0.037 0.052 -0.007
H 2.646220 2.377181 1.953894 -0.004 0.010 0.016
Ti -0.211546 -1.268645 -0.360595 0.108 -0.080 0.014
C -1.716609 -0.518329 2.724433 -0.013 0.092 0.104
C 0.308089 -0.033271 1.320286 0.002 -0.068 0.006
H 1.131457 2.857019 3.848219 0.023 0.006 -0.015
C 1.437043 0.745580 1.200089 -0.027 0.015 0.039
H -1.536775 -3.066672 -3.087764 0.000 -0.009 -0.013
C 1.746479 1.791961 2.102811 0.027 -0.022 -0.056
S 1.389715 -2.906699 0.472714 0.048 0.023 0.080
C -1.108685 1.539459 4.449113 0.014 0.011 -0.001
C -0.770144 -3.669156 -2.615933 -0.013 0.029 0.026
H 0.930044 -6.564706 -2.812326 -0.003 0.001 -0.004
C 0.072317 4.413378 -1.157268 0.023 0.011 -0.009
```
Positions in Å, forces in eV/Å.

Properties
multiplicity = 2
highest occupied orbital energy (alpha / beta) = -0.2915 / -0.2920 Ha
DFT total energy = -85051.828 eV
maximum force = 0.1 eV Å⁻¹
LUMO (alpha / beta) = -0.20 / -0.30 eV

=====

The following is a quantum chemistry calculation of an isolated ion of composition C22H14NO5 and charge -1 in a non-equilibrium geometry, from the OMol25 dataset.

Geometry as XYZ:
```
42
Properties=species:S:1:pos:R:3:forces:R:3
H -3.387160 3.166856 3.529291 0.314 -0.360 0.174
O -4.436103 2.516343 9.299498 1.575 -1.249 0.189
H -4.208908 -2.417487 3.290358 -0.121 0.334 -0.154
C 2.379271 0.529398 2.151630 0.376 -0.398 -0.442
C -1.298735 1.252666 2.961345 0.485 -0.049 -0.554
H 4.110349 1.777528 2.272977 0.048 -0.490 -0.210
H 2.273743 -2.843267 1.687670 0.020 0.131 -0.146
C -4.426793 3.348431 5.375624 0.751 -0.770 0.889
C -4.556039 0.336848 1.272052 -0.077 -0.499 -0.168
C -4.450497 3.012435 6.741658 0.163 -0.164 0.273
C 1.237953 1.484700 2.447451 -1.467 -0.990 1.091
C 1.856157 -0.757871 1.968220 0.938 0.362 -0.188
C -2.371644 1.976648 5.086313 -0.430 0.244 0.080
C 0.365750 -0.725326 2.114584 -1.175 1.279 1.382
C 3.751287 0.757874 2.083302 -0.651 0.121 0.181
H -1.287473 2.323991 2.615174 -0.357 -0.974 -0.126
C -3.426342 2.223466 7.326084 0.578 0.269 -3.580
H -5.266535 3.952217 4.958896 1.017 -0.550 0.243
H -3.059258 1.873441 1.069884 -0.059 -0.049 0.091
C -2.803284 -0.805687 3.129084 -0.635 0.171 0.098
C -4.005507 -1.447319 2.832400 0.362 0.326 -0.388
C -4.881893 -0.864095 1.910009 -0.153 0.097 0.201
H -5.226068 0.769073 0.520368 0.212 -0.186 0.339
H -2.124398 -1.259052 3.831267 0.177 0.080 0.080
C -3.354275 2.861104 4.574991 -0.743 0.136 -0.070
O -1.378226 1.338802 4.402400 -0.199 0.495 2.017
O -0.346737 -1.717750 1.948470 0.302 0.178 -0.119
C -3.346362 0.951433 1.569432 -0.356 0.009 0.253
H -1.652155 1.065937 6.897675 -0.049 0.078 -0.083
C -2.415761 1.713043 6.476726 -0.238 -0.108 0.793
C 2.694300 -1.842946 1.748250 -0.292 0.124 0.136
H 5.659512 -0.151470 1.763868 0.109 -0.161 -0.006
C -2.518623 0.431878 2.556758 0.501 0.596 -0.833
H 4.756697 -2.445528 1.484992 -0.056 -0.077 0.031
C 4.595368 -0.332962 1.827180 -0.477 -0.086 0.041
C 0.030227 0.644412 2.593528 1.079 -0.267 -1.169
O -2.623737 1.261114 9.301937 -1.151 0.873 -0.943
O 1.355473 2.692543 2.649183 0.167 -0.109 -0.302
H -5.229861 3.303256 7.438921 -0.039 0.237 -0.523
C 4.072090 -1.627674 1.670683 0.203 0.867 0.053
H -5.846535 -1.329223 1.725557 0.133 -0.009 -0.114
N -3.474642 1.952010 8.733910 -0.788 0.539 1.483
```
Positions in Å, forces in eV/Å.

Properties
charge = -1
multiplicity = 1
highest occupied orbital energy = -0.1551 Ha
DFT total energy = -34767.361 eV
maximum force = 3.6 eV Å⁻¹
LUMO = 1.52 eV